# 1
ORCA calculation (ωB97M-V/def2-TZVPD) on 2 unconnected molecules or ions with the total composition C4H9NO2.

Summary:
HOMO-LUMO gap	9.69	eV
multiplicity	1
highest occupied orbital energy	-8.82	eV
energy relative to the best compared isomer or geometry (same formula, charge and spin)	52.57	kcal/mol
molecular weight	103.121	g mol⁻¹

Structure (XYZ):
```
16
Properties=species:S:1:pos:R:3:mulliken_charge:R:1
H -1.3712 -2.1606 -1.0603 0.180
N -0.6567 -1.4427 -1.0399 -0.459
C -0.8932 -0.5504 -1.9094 0.056
O -0.1449 0.5546 -2.0206 -0.490
H -1.6924 -0.5463 -2.6510 0.383
H 0.3573 0.6052 -1.1809 0.386
C 1.2218 -0.8454 1.3721 -0.961
C 0.0612 0.0709 1.1515 0.076
C 0.1587 1.3318 0.7382 -0.589
O -0.9497 2.1334 0.6293 -0.486
H 0.9470 -1.8677 1.1121 0.293
H 1.5565 -0.8363 2.4139 0.321
H 2.0725 -0.5853 0.7371 0.271
H -0.9363 -0.3184 1.3258 0.269
H 1.1249 1.8072 0.5607 0.402
H -0.8555 2.6500 -0.1787 0.347
```

***

# 2
ORCA calculation (ωB97M-V/def2-TZVPD) on 7 unconnected molecules or ions with the total composition C13H42N12O7.

Summary:
HOMO-LUMO gap	8.82	eV
multiplicity	1
highest occupied orbital energy	-8.84	eV
energy relative to the best compared isomer or geometry (same formula, charge and spin)	0.00	kcal/mol
molecular weight	478.556	g mol⁻¹

Structure (XYZ):
```
74
Properties=species:S:1:pos:R:3:mulliken_charge:R:1
C 1.3935 1.2333 2.0001 -0.652
O 0.1809 1.7823 1.4940 -0.179
C 0.0109 3.1489 1.8670 -1.279
C -1.2777 3.7066 1.3050 1.014
C -1.3066 5.2167 1.5385 -1.612
N -2.4512 3.0893 1.9223 -0.654
H 2.2391 1.7228 1.5044 0.319
H 1.3745 0.1658 1.7988 0.010
H 1.4724 1.4205 3.0751 0.348
H 0.0205 3.2224 2.9596 0.534
H 0.8500 3.7044 1.4266 0.397
H -1.2560 3.5292 0.2215 0.021
H -1.1588 5.3988 2.6098 0.331
H -2.2562 5.6429 1.2276 0.401
H -0.4540 5.7045 1.0646 0.390
H -2.4978 2.0986 1.6616 0.066
H -3.3014 3.4364 1.4840 0.317
C 3.8946 -0.5455 -2.4839 -0.583
O 3.2761 0.2587 -3.4583 -0.424
C 1.9290 0.5188 -3.2046 -0.574
C 1.6532 1.4992 -2.0767 1.026
C 0.1433 1.6106 -1.8628 -0.955
N 2.2863 2.8081 -2.3106 -0.649
H 4.9623 -0.5845 -2.6987 0.365
H 3.4954 -1.5656 -2.5509 0.159
H 3.8081 -0.1589 -1.4649 0.281
H 1.4387 0.8643 -4.1220 0.377
H 1.3522 -0.4076 -2.9941 0.190
H 2.0868 1.0993 -1.1533 -0.364
H -0.0929 2.5769 -1.4280 0.306
H -0.1592 0.8494 -1.1453 0.097
H -0.4346 1.3601 -2.7558 0.367
H 1.6338 3.4990 -2.6580 0.246
H 3.0171 2.7019 -3.0068 0.273
N -0.9707 -0.7633 0.6223 0.626
C -2.2138 -1.0727 1.0803 0.349
N -2.6447 -2.3127 0.7208 -0.267
O -2.9111 -0.2766 1.7154 -0.788
H -0.3940 -1.5137 0.2787 0.105
H -0.5580 0.1195 0.9096 -0.106
H -2.0460 -2.9102 0.1689 0.130
H -3.4461 -2.7164 1.1683 0.248
N -4.1601 -1.7020 -2.3228 -0.356
C -3.0749 -1.8082 -3.1303 0.564
N -3.3082 -2.0933 -4.4462 -0.423
O -1.9303 -1.6408 -2.7118 -0.662
H -5.0719 -2.0225 -2.5860 0.168
H -3.9913 -1.3557 -1.3932 0.218
H -4.2253 -2.1793 -4.8413 0.158
H -2.5118 -2.1478 -5.0517 0.222
N 1.5050 -4.9076 -1.1642 -0.464
C 0.3718 -4.1123 -1.2274 0.667
N -0.0295 -3.7033 -2.4492 -0.241
O -0.1745 -3.7482 -0.1801 -0.760
H 1.9119 -5.1125 -2.0562 0.167
H 1.6205 -5.3322 -0.2628 0.272
H -0.7891 -3.0156 -2.4853 0.156
H 0.4096 -3.9607 -3.3130 0.198
N -1.7704 2.5673 4.8539 -0.378
C -1.4430 1.3232 5.3448 0.483
N -1.4606 0.2966 4.4330 -0.195
O -1.1634 1.1458 6.5225 -0.681
H -1.4685 3.3091 5.4561 0.208
H -2.0466 2.6812 3.8839 0.215
H -1.0721 -0.5820 4.7113 0.155
H -1.9004 0.4100 3.5309 0.214
N 2.2505 -2.4443 1.5393 -0.249
C 3.5515 -2.5824 1.1167 0.513
N 3.7009 -2.9009 -0.2152 -0.241
O 4.5065 -2.3448 1.8346 -0.682
H 2.0818 -2.2170 2.5006 0.182
H 1.4744 -2.7748 0.9849 0.085
H 4.6220 -3.1231 -0.5384 0.197
H 2.8980 -3.0833 -0.7874 0.080
```

***

What did the first record say?
ORCA calculation (ωB97M-V/def2-TZVPD) on 2 unconnected molecules or ions with the total composition C4H9NO2.

Summary:
HOMO-LUMO gap	9.69	eV
multiplicity	1
highest occupied orbital energy	-8.82	eV
energy relative to the best compared isomer or geometry (same formula, charge and spin)	52.57	kcal/mol
molecular weight	103.121	g mol⁻¹

Structure (XYZ):
```
16
Properties=species:S:1:pos:R:3:mulliken_charge:R:1
H -1.3712 -2.1606 -1.0603 0.180
N -0.6567 -1.4427 -1.0399 -0.459
C -0.8932 -0.5504 -1.9094 0.056
O -0.1449 0.5546 -2.0206 -0.490
H -1.6924 -0.5463 -2.6510 0.383
H 0.3573 0.6052 -1.1809 0.386
C 1.2218 -0.8454 1.3721 -0.961
C 0.0612 0.0709 1.1515 0.076
C 0.1587 1.3318 0.7382 -0.589
O -0.9497 2.1334 0.6293 -0.486
H 0.9470 -1.8677 1.1121 0.293
H 1.5565 -0.8363 2.4139 0.321
H 2.0725 -0.5853 0.7371 0.271
H -0.9363 -0.3184 1.3258 0.269
H 1.1249 1.8072 0.5607 0.402
H -0.8555 2.6500 -0.1787 0.347
```